# C35H20BrF4NO6PSW

A structure of composition C35H20BrF4NO6PSW (ωB97M-V/def2-TZVPD, the Open Molecules 2025 dataset).

Last column: natural (NBO) charge in e.
Atoms and positions in Å:
W (0.37, -0.27, -1.54)  1.800
F (-5.51, -0.87, 3.61)  -0.263
C (-4.32, -0.74, 3.05)  0.360
C (-3.17, -0.97, 3.78)  0.261
F (-3.24, -1.32, 5.05)  -0.263
C (-1.94, -0.82, 3.16)  0.415
F (-0.85, -1.00, 3.91)  -0.296
C (-1.81, -0.46, 1.82)  -0.460
P (-0.10, -0.33, 1.18)  1.048
C (0.60, 1.03, 2.14)  -0.380
C (1.53, 0.86, 3.16)  -0.185
C (2.01, 1.97, 3.84)  -0.199
C (1.55, 3.24, 3.52)  -0.196
C (0.60, 3.41, 2.52)  -0.142
C (0.12, 2.31, 1.84)  -0.223
C (0.68, -1.91, 1.61)  -0.412
C (-0.10, -3.06, 1.74)  -0.150
C (0.51, -4.30, 1.91)  -0.210
C (1.89, -4.40, 1.94)  -0.167
C (2.67, -3.26, 1.80)  -0.194
C (2.07, -2.02, 1.62)  -0.208
C (-2.98, -0.18, 1.12)  -0.114
Br (-3.02, 0.53, -0.63)  0.175
C (-4.22, -0.33, 1.72)  0.298
F (-5.33, -0.06, 1.06)  -0.275
H (1.87, -0.12, 3.44)  0.233
H (2.74, 1.84, 4.63)  0.231
H (1.92, 4.10, 4.05)  0.229
H (0.22, 4.39, 2.29)  0.219
H (-0.63, 2.44, 1.07)  0.217
H (-1.18, -3.01, 1.71)  0.218
H (-0.11, -5.18, 2.00)  0.236
H (2.36, -5.36, 2.06)  0.234
H (3.75, -3.34, 1.81)  0.232
H (2.70, -1.15, 1.50)  0.231
O (1.61, -4.07, -1.44)  -0.425
C (0.96, -3.09, -1.38)  0.687
O (1.49, -1.82, -1.51)  -0.718
C (-0.59, -2.99, -1.23)  0.684
O (-1.32, -3.92, -1.19)  -0.468
O (-0.94, -1.70, -1.22)  -0.742
O (-0.37, 3.45, -2.57)  -0.498
C (0.28, 2.81, -1.81)  0.805
O (-0.13, 1.50, -1.54)  -0.677
C (1.50, 3.20, -1.08)  -0.270
C (1.67, 4.57, -0.88)  -0.122
C (2.74, 5.04, -0.14)  -0.209
C (3.65, 4.14, 0.39)  -0.150
C (3.50, 2.78, 0.18)  -0.236
C (2.42, 2.28, -0.56)  -0.039
S (2.46, 0.53, -0.81)  0.111
H (0.95, 5.25, -1.31)  0.245
H (2.87, 6.10, 0.01)  0.237
H (4.49, 4.49, 0.97)  0.235
H (4.22, 2.09, 0.59)  0.234
C (0.96, 0.02, -3.58)  -0.673
C (-0.42, -0.41, -3.92)  -0.173
C (-0.67, -1.78, -4.17)  -0.091
C (-1.95, -2.24, -4.42)  -0.175
C (-3.00, -1.33, -4.45)  -0.093
C (-2.78, 0.04, -4.25)  -0.156
C (-1.51, 0.49, -3.99)  -0.149
C (-4.34, -1.79, -4.69)  0.237
N (-5.41, -2.16, -4.88)  -0.217
H (1.21, 1.05, -3.84)  0.253
H (1.73, -0.68, -3.89)  0.262
H (0.16, -2.48, -4.16)  0.227
H (-2.13, -3.29, -4.59)  0.255
H (-3.61, 0.73, -4.31)  0.251
H (-1.33, 1.55, -3.83)  0.256

## Properties
* DFT total energy: -5631.8877 Ha
* net charge: +1
* energy above the lowest of the compared OMol25 structures with the same formula, charge and spin: 22.0 kJ/mol
* 2S+1: 1
* LUMO: -5.613 eV
* HOMO level: -11.35 eV

# C5H9NO

A structure of composition C5H9NO (ωB97M-V/def2-TZVPD, the Open Molecules 2025 dataset).

Last column: natural (NBO) charge in e.
Atoms and positions in Å:
C (2.62, -0.62, -0.06)  -0.459
C (1.19, 0.55, 0.48)  0.316
N (2.15, 1.21, -0.14)  -0.613
O (-0.01, 0.68, -0.12)  -0.537
C (-1.06, -0.05, 0.49)  0.076
C (-2.04, -0.63, -0.47)  -0.446
C (-2.42, 0.56, 0.38)  -0.442
H (2.60, -1.13, 0.89)  0.243
H (2.17, -1.23, -0.84)  0.211
H (3.65, -0.37, -0.32)  0.220
H (1.78, 1.71, -0.99)  0.331
H (-0.76, -0.59, 1.39)  0.211
H (-1.80, -0.43, -1.52)  0.224
H (-2.48, -1.60, -0.28)  0.217
H (-2.46, 1.53, -0.09)  0.226
H (-3.14, 0.41, 1.19)  0.220

## Properties
* DFT total energy: -325.7133 Ha
* energy above the lowest of the compared OMol25 structures with the same formula, charge and spin: 588.8 kJ/mol
* 2S+1: 1
* LUMO: 0.844 eV
* HOMO level: -8.23 eV

# C3H2F4

A cluster of 2 separate species, C3H2F4 in total in a non-equilibrium geometry (ωB97M-V/def2-TZVPD, the Open Molecules 2025 dataset).

Last column: natural (NBO) charge in e.
Atoms and positions in Å:
C (2.37, -1.29, 1.87)  0.233
C (0.08, 0.29, -0.59)  0.413
C (-1.37, 0.31, -0.95)  0.348
F (2.89, -0.15, 2.05)  -0.291
F (0.44, 1.53, -0.45)  -0.284
F (-2.29, 0.95, -0.16)  -0.321
F (-1.93, -0.94, -1.15)  -0.341
H (1.41, -1.40, 1.31)  0.061
H (-1.60, 0.70, -1.95)  0.182

## Properties
* DFT total energy: -514.6785 Ha
* energy above the lowest of the compared OMol25 structures with the same formula, charge and spin: 757.5 kJ/mol
* 2S+1: 1
* LUMO (alpha / beta): -1.708 / -1.707 eV
* HOMO level (alpha / beta): -8.70 / -8.70 eV

# C4H5CuO3

A structure of composition C4H5CuO3 in a non-equilibrium geometry (ωB97M-V/def2-TZVPD, the Open Molecules 2025 dataset).

Last column: natural (NBO) charge in e.
Atoms and positions in Å:
O (-1.59, -1.86, 0.48)  -0.683
C (-2.64, -2.25, 0.29)  0.702
Cu (0.33, -1.36, 0.63)  0.981
O (0.61, -0.10, -1.05)  -0.485
C (1.32, 0.08, -0.05)  0.560
O (1.28, 1.16, 0.74)  -0.480
C (0.64, 2.42, 0.48)  -0.086
C (0.19, 2.99, 1.81)  -0.630
H (1.39, 3.07, 0.00)  0.218
H (-0.19, 2.33, -0.22)  0.202
H (1.06, 3.20, 2.46)  0.236
H (-0.35, 3.93, 1.63)  0.249
H (-0.48, 2.30, 2.33)  0.216

## Properties
* DFT total energy: -2021.2372 Ha
* net charge: +1
* energy above the lowest of the compared OMol25 structures with the same formula, charge and spin: 0.0 kJ/mol
* 2S+1: 2
* LUMO (alpha / beta): -4.911 / -7.102 eV
* HOMO level (alpha / beta): -14.87 / -15.81 eV
* ⟨S²⟩: 0.757

# C24H22N3OPSeV

A structure of composition C24H22N3OPSeV (ωB97M-V/def2-TZVPD, the Open Molecules 2025 dataset).

Last column: natural (NBO) charge in e.
Atoms and positions in Å:
V (-0.87, -0.48, 1.43)  0.631
O (-2.23, -2.73, 1.88)  -0.491
N (-1.41, -2.30, 0.85)  -0.223
C (-1.33, -2.95, -0.26)  0.191
C (-0.52, -2.55, -1.40)  -0.145
C (-0.77, -3.26, -2.58)  -0.108
C (-0.06, -2.98, -3.74)  -0.146
C (0.91, -1.99, -3.73)  -0.127
C (1.19, -1.30, -2.55)  -0.143
C (0.48, -1.55, -1.39)  -0.392
P (1.04, -0.75, 0.13)  1.245
C (0.80, 1.01, 0.09)  -0.501
C (1.34, 1.76, 1.16)  -0.131
C (1.20, 3.14, 1.17)  -0.205
C (0.55, 3.77, 0.12)  -0.089
C (0.02, 3.04, -0.95)  -0.198
C (0.14, 1.67, -0.97)  -0.103
C (2.66, -1.26, 0.60)  -0.491
C (2.82, -2.51, 1.21)  -0.115
C (4.09, -2.96, 1.50)  -0.196
C (5.19, -2.17, 1.19)  -0.119
C (5.03, -0.93, 0.58)  -0.181
C (3.76, -0.46, 0.28)  -0.167
H (-2.62, -3.59, 1.65)  0.510
H (-1.94, -3.85, -0.35)  0.243
H (-1.52, -4.04, -2.58)  0.248
H (-0.27, -3.53, -4.65)  0.268
H (1.47, -1.77, -4.62)  0.265
H (1.99, -0.57, -2.55)  0.244
H (1.90, 1.28, 1.94)  0.248
H (1.63, 3.72, 1.97)  0.265
H (0.46, 4.85, 0.12)  0.260
H (-0.46, 3.56, -1.77)  0.257
H (-0.26, 1.11, -1.81)  0.234
H (1.96, -3.12, 1.46)  0.212
H (4.23, -3.92, 1.97)  0.255
H (6.19, -2.52, 1.42)  0.258
H (5.90, -0.32, 0.34)  0.257
H (3.64, 0.51, -0.20)  0.229
N (-4.95, 3.83, 0.24)  -0.676
C (-4.04, 2.93, 0.56)  0.301
C (-3.78, 1.80, -0.28)  -0.272
C (-2.86, 0.90, 0.12)  0.041
N (-2.14, 0.99, 1.28)  -0.620
C (-2.37, 2.09, 2.07)  0.085
C (-3.28, 3.04, 1.75)  -0.272
H (-5.52, 3.74, -0.59)  0.431
H (-5.16, 4.61, 0.84)  0.433
H (-4.33, 1.65, -1.20)  0.261
H (-2.68, 0.01, -0.49)  0.210
H (-1.80, 2.14, 2.99)  0.237
H (-3.44, 3.86, 2.43)  0.265
Se (0.03, -0.64, 3.32)  0.530

## Properties
* DFT total energy: -4853.0360 Ha
* net charge: +3
* energy above the lowest of the compared OMol25 structures with the same formula, charge and spin: 0.0 kJ/mol
* 2S+1: 1
* LUMO (alpha / beta): -11.445 / -10.564 eV
* HOMO level (alpha / beta): -17.52 / -17.52 eV

# C2H4BrP

The molecule C2H4BrP in a non-equilibrium geometry (ωB97M-V/def2-TZVPD, the Open Molecules 2025 dataset).

Last column: natural (NBO) charge in e.
Atoms and positions in Å:
Br (0.02, 2.50, -1.01)  -0.260
P (1.08, 0.53, -1.04)  0.499
C (0.40, -0.15, 0.57)  -0.728
C (-0.61, -0.76, -0.23)  -0.440
H (-0.03, 0.56, 1.31)  0.250
H (1.36, -0.74, 0.98)  0.234
H (-0.69, -1.76, -0.56)  0.222
H (-1.54, -0.18, -0.03)  0.223

## Properties
* DFT total energy: -2993.9139 Ha
* energy above the lowest of the compared OMol25 structures with the same formula, charge and spin: 106.6 kJ/mol
* 2S+1: 1
* SMILES: BrP1CC1
* LUMO: 0.193 eV
* HOMO level: -8.42 eV